This record from the OMol25 dataset describes a structure of composition C28H20FeN2O7PS at a distorted geometry. The level of theory is the ωB97M-V functional and the def2-TZVPD basis.

Computed properties:
Total charge: -1
Multiplicity: 5
Kohn-Sham gap (spin up / spin down) in eV: 6.39 / 6.48
Expectation value of S²: 6.0366
E_LUMO (spin up / spin down) in eV: 2.34 / 2.33

```
60
C28H20FeN2O7PS | the OMol25 dataset | the ωB97M-V functional and the def2-TZVPD basis
Fe 0.91 0.06 0.28
O -1.87 3.36 4.27
C -1.35 2.62 3.26
C -0.83 3.20 2.11
C -0.29 2.37 1.13
N -0.31 1.05 1.29
C -0.78 0.48 2.41
C -1.32 1.23 3.42
C -0.58 -1.04 2.38
O -1.09 -1.75 3.24
O 0.12 -1.40 1.36
C 0.47 2.76 -0.10
O 0.56 3.92 -0.47
O 1.02 1.73 -0.67
H -1.78 4.30 4.07
H -0.81 4.28 1.96
H -1.69 0.77 4.33
O 2.97 0.18 -2.64
C 2.10 -0.38 -1.98
O 2.23 -0.84 -0.78
C 0.75 -0.69 -2.68
P -0.65 -0.60 -1.48
C -1.62 0.88 -1.90
C -2.82 1.03 -1.19
C -3.63 2.14 -1.39
C -3.23 3.14 -2.27
C -2.02 3.02 -2.95
C -1.22 1.90 -2.76
C -1.71 -1.95 -2.15
C -2.95 -1.79 -2.78
C -3.71 -2.89 -3.13
C -3.26 -4.17 -2.87
C -2.03 -4.35 -2.25
C -1.27 -3.25 -1.88
H 0.82 -1.73 -3.00
H 0.61 -0.06 -3.55
H -3.11 0.27 -0.48
H -4.56 2.23 -0.85
H -3.84 4.02 -2.42
H -1.70 3.80 -3.62
H -0.27 1.83 -3.27
H -3.30 -0.79 -3.01
H -4.67 -2.74 -3.62
H -3.86 -5.03 -3.14
H -1.67 -5.35 -2.05
H -0.33 -3.39 -1.37
S 4.55 1.64 2.56
C 2.90 1.57 2.04
N 2.41 0.40 1.83
C 3.34 -0.59 2.12
C 3.15 -1.97 2.01
C 4.19 -2.81 2.35
C 5.41 -2.31 2.80
C 5.63 -0.95 2.90
C 4.59 -0.10 2.55
H 2.37 2.49 1.82
H 2.20 -2.33 1.65
H 4.05 -3.88 2.26
H 6.21 -3.00 3.07
H 6.58 -0.56 3.24
```



This record from the OMol25 dataset describes a structure of composition C28H20GeN3O7STi at a distorted geometry. The level of theory is the ωB97M-V functional and the def2-TZVPD basis.

Computed properties:
Total charge: +2
Multiplicity: 2
Kohn-Sham gap (spin up / spin down) in eV: 6.31 / 6.96
Expectation value of S²: 0.8044
E_LUMO (spin up / spin down) in eV: -7.94 / -7.87

```
61
C28H20GeN3O7STi | the OMol25 dataset | the ωB97M-V functional and the def2-TZVPD basis
Ti -0.94 -1.35 -0.56
O 2.39 0.81 0.42
C 1.67 0.02 -0.13
O 0.44 -0.27 0.38
C 1.96 -0.77 -1.35
C 3.18 -1.23 -1.80
C 3.21 -2.20 -2.82
C 2.10 -2.89 -3.22
C 0.86 -2.46 -2.71
C 0.79 -1.23 -2.00
O -0.33 -0.52 -2.00
N -0.29 -3.21 -2.64
O -0.57 -4.16 -3.31
O -1.09 -2.86 -1.63
N 4.52 -2.57 -3.40
O 5.49 -1.99 -2.95
O 4.51 -3.40 -4.27
H 4.11 -0.88 -1.37
H 2.19 -3.75 -3.86
C 1.98 5.00 -1.81
C 1.23 4.03 -2.47
C 0.51 3.09 -1.76
C 0.55 3.13 -0.37
C 1.32 4.07 0.31
C 2.03 5.01 -0.42
Ge -0.41 1.84 0.73
C -0.53 1.64 2.67
C 0.42 0.94 3.41
C 0.21 0.74 4.76
C -0.94 1.23 5.37
C -1.87 1.94 4.64
C -1.67 2.16 3.28
C -2.02 0.99 -0.08
C -2.54 1.37 -1.31
C -3.49 0.58 -1.95
C -3.94 -0.59 -1.35
C -3.49 -0.94 -0.08
C -2.53 -0.14 0.57
H 2.53 5.74 -2.37
H 1.21 4.02 -3.55
H -0.06 2.33 -2.29
H 1.36 4.06 1.39
H 2.63 5.75 0.10
H 1.32 0.58 2.92
H 0.95 0.20 5.34
H -1.10 1.06 6.43
H -2.76 2.33 5.12
H -2.39 2.73 2.72
H -2.21 2.29 -1.77
H -3.90 0.88 -2.90
H -4.70 -1.19 -1.83
H -3.98 -1.75 0.46
H -2.27 -0.32 1.61
S 0.36 -4.26 2.75
C -1.17 -4.68 2.11
C -1.57 -3.77 1.20
N -0.68 -2.73 1.00
C 0.38 -2.88 1.77
H -1.69 -5.58 2.43
H -2.48 -3.82 0.63
H 1.20 -2.18 1.79
```



This record from the OMol25 dataset describes a structure of composition C28H20N5O7V at a distorted geometry. The level of theory is the ωB97M-V functional and the def2-TZVPD basis.

Computed properties:
Total charge: -1
Multiplicity: 4
Kohn-Sham gap (spin up / spin down) in eV: 4.09 / 7.63
Expectation value of S²: 3.7944
E_LUMO (spin up / spin down) in eV: 1.91 / 1.91
ΔE to the lowest compared entry with this formula, charge and spin in eV: 0.000

```
61
C28H20N5O7V | the OMol25 dataset | the ωB97M-V functional and the def2-TZVPD basis
V -0.81 -1.22 -0.22
O -0.81 -2.42 1.14
C 0.03 -3.01 1.99
C -0.37 -3.22 3.31
C 0.46 -3.85 4.22
C 1.72 -4.29 3.82
C 2.13 -4.07 2.52
C 1.30 -3.43 1.59
C 1.78 -3.14 0.23
N 1.15 -2.47 -0.72
C 2.02 -2.42 -1.80
C 3.16 -3.08 -1.51
N 2.99 -3.53 -0.22
H -1.36 -2.87 3.60
H 0.12 -4.00 5.24
H 2.38 -4.79 4.52
H 3.12 -4.40 2.23
H 1.78 -1.88 -2.71
H 4.06 -3.24 -2.08
H 3.68 -4.05 0.31
N -0.76 -0.87 -2.23
C -1.80 -0.30 -3.08
C -1.61 -0.41 -4.45
C -2.53 0.08 -5.35
C -3.67 0.69 -4.86
C -3.85 0.80 -3.49
C -2.93 0.33 -2.55
C -3.24 0.47 -1.08
C -4.22 1.40 -0.71
C -4.68 1.50 0.60
C -4.15 0.65 1.56
C -3.14 -0.22 1.22
C -2.63 -0.32 -0.09
H -0.31 -1.61 -2.76
H 0.02 -0.15 -2.08
H -0.70 -0.90 -4.81
H -2.35 -0.01 -6.42
H -4.42 1.08 -5.53
H -4.78 1.24 -3.14
H -4.63 2.09 -1.44
H -5.43 2.24 0.85
H -4.51 0.70 2.59
H -2.69 -0.83 1.99
O 1.17 0.86 -1.51
C 0.93 1.08 -0.32
O 0.05 0.37 0.35
C 1.60 2.19 0.42
C 2.42 3.05 -0.30
C 3.08 4.10 0.41
C 2.90 4.25 1.78
C 2.08 3.38 2.45
C 1.40 2.32 1.80
N 1.93 3.55 3.88
O 1.22 2.75 4.48
O 2.51 4.46 4.45
N 3.92 4.99 -0.26
O 4.47 5.93 0.38
O 4.05 4.85 -1.51
H 2.56 2.93 -1.36
H 3.41 5.04 2.31
H 0.76 1.65 2.34
```



This record from the OMol25 dataset describes a structure of composition C28H21AuClN4O7SSe2 at a distorted geometry. The level of theory is the ωB97M-V functional and the def2-TZVPD basis.

Computed properties:
Total charge: +1
Kohn-Sham gap (spin up / spin down) in eV: 5.30 / 5.30
E_LUMO (spin up / spin down) in eV: -6.00 / -6.00

```
65
C28H21AuClN4O7SSe2 | the OMol25 dataset | the ωB97M-V functional and the def2-TZVPD basis
Au 1.55 -0.84 -0.91
O 5.18 -0.46 3.51
C 3.95 -0.62 3.97
O 3.72 -0.77 5.14
C 2.83 -0.64 2.97
C 1.48 -0.68 3.31
Cl 0.83 -0.59 4.86
N 0.73 -0.71 2.17
N 1.58 -0.69 1.12
C 2.83 -0.65 1.58
C 3.94 -0.66 0.56
O 5.10 -0.48 0.87
O 3.57 -0.93 -0.67
C -0.70 -0.83 2.01
C -1.27 -0.33 0.85
C -2.63 -0.44 0.64
C -3.44 -1.05 1.59
C -2.86 -1.54 2.75
C -1.49 -1.43 2.97
H 5.23 -0.38 2.53
H -0.69 0.24 0.14
H -3.05 -0.02 -0.27
H -4.50 -1.13 1.44
H -3.47 -2.00 3.51
H -1.09 -1.85 3.88
Se -0.88 -2.14 -1.85
Se 0.57 -3.09 -3.44
C 1.41 -1.43 -3.87
C 1.57 -1.09 -5.20
C 2.25 0.07 -5.54
C 2.75 0.88 -4.53
C 2.53 0.50 -3.22
N 1.88 -0.63 -2.91
C -0.49 -3.41 -0.45
C -1.41 -4.35 -0.02
C -1.06 -5.12 1.09
C 0.16 -4.92 1.70
C 1.02 -3.96 1.17
N 0.69 -3.22 0.12
H 1.16 -1.73 -5.96
H 2.37 0.35 -6.57
H 3.27 1.80 -4.73
H 2.87 1.11 -2.39
H -2.35 -4.48 -0.53
H -1.75 -5.87 1.46
H 0.45 -5.48 2.57
H 1.99 -3.77 1.61
C -3.59 5.93 0.92
C -2.81 4.87 0.21
C -3.09 4.54 -1.12
C -2.35 3.58 -1.79
C -1.32 2.92 -1.12
C -1.03 3.23 0.19
C -1.77 4.20 0.85
S -0.39 1.74 -2.04
O -1.30 0.65 -2.40
O 0.24 2.40 -3.15
O 0.64 1.25 -1.06
H -4.38 6.33 0.29
H -2.94 6.75 1.23
H -4.06 5.52 1.82
H -3.88 5.05 -1.64
H -2.57 3.34 -2.82
H -0.22 2.72 0.70
H -1.54 4.44 1.88
```



This record from the OMol25 dataset describes a structure of composition C28H21Br4CaClN4O8S3Se. The level of theory is the ωB97M-V functional and the def2-TZVPD basis.

Computed properties:
Total charge: -2
Kohn-Sham gap in eV: 5.36
E_LUMO in eV: 3.27
ΔE to the lowest compared entry with this formula, charge and spin in eV: 4.745

```
71
C28H21Br4CaClN4O8S3Se | the OMol25 dataset | the ωB97M-V functional and the def2-TZVPD basis
Ca 0.76 -0.03 0.26
O 3.37 -1.62 -3.45
Cl 3.13 -1.60 -2.07
O 4.24 -1.20 -1.31
O 2.44 -2.72 -1.58
O 1.98 -0.42 -1.85
O -1.41 0.70 -0.50
S -2.60 1.44 0.05
C -4.02 0.30 -0.17
C -3.68 -1.18 -0.09
C -3.32 -1.77 -1.45
C -2.73 -3.18 -1.35
S -0.92 -3.18 -1.16
O -0.63 -1.98 -0.33
C -0.51 -2.74 -2.84
C -0.28 -3.77 -3.76
C 0.11 -3.44 -5.04
C 0.31 -2.11 -5.40
C 0.09 -1.10 -4.48
C -0.33 -1.41 -3.19
C -2.51 1.30 1.83
C -1.85 0.27 2.46
C -1.84 0.23 3.85
C -2.48 1.22 4.58
C -3.12 2.27 3.93
C -3.13 2.31 2.54
H -4.47 0.55 -1.14
H -4.72 0.60 0.61
H -4.54 -1.73 0.32
H -2.86 -1.34 0.61
H -2.61 -1.11 -1.94
H -4.21 -1.80 -2.08
H -2.92 -3.78 -2.25
H -3.13 -3.73 -0.49
H -0.37 -4.80 -3.45
H 0.31 -4.23 -5.76
H 0.67 -1.87 -6.39
H 0.30 -0.07 -4.73
H -0.46 -0.63 -2.45
H -1.30 -0.50 1.93
H -1.28 -0.55 4.36
H -2.42 1.21 5.66
H -3.56 3.08 4.49
H -3.56 3.16 2.03
Br 4.93 -2.93 5.35
C 3.72 -1.79 4.44
C 3.12 -0.73 5.09
Br 3.49 -0.38 6.92
C 2.23 0.09 4.38
Br 1.39 1.58 5.21
C 1.91 -0.11 3.04
O 1.08 0.65 2.39
C 2.54 -1.23 2.35
O 2.25 -1.45 1.11
C 3.42 -2.03 3.08
Br 4.19 -3.48 2.13
Se 3.47 2.15 -5.02
N 3.44 3.28 -3.66
C 2.97 3.06 -2.44
C 3.00 4.20 -1.58
C 2.53 4.18 -0.31
C 1.99 2.97 0.15
N 1.98 1.86 -0.55
C 2.43 1.83 -1.84
N 2.44 0.76 -2.60
H 3.42 5.09 -2.03
H 2.50 5.05 0.32
H 1.58 2.88 1.16
S -1.28 4.56 0.19
C -2.08 5.21 1.51
N -2.66 5.67 2.41
```



This record from the OMol25 dataset describes a structure of composition C28H21Cl64INO3 at a distorted geometry. The level of theory is the ωB97M-V functional and the def2-TZVPD basis.

Computed properties:
Total charge: -1
Kohn-Sham gap in eV: 5.61
E_LUMO in eV: 0.89

```
118
C28H21Cl64INO3 | the OMol25 dataset | the ωB97M-V functional and the def2-TZVPD basis
C 1.15 3.21 -0.47
C 0.02 2.42 -0.46
C -0.59 1.95 -1.80
C -0.73 0.43 -2.13
C -1.57 0.45 -3.53
O -2.33 -0.46 -3.85
O -1.45 1.46 -4.35
C -1.66 -0.45 -1.19
I -1.12 -2.58 -1.53
C -1.51 -0.27 0.36
C -2.69 0.66 0.92
N 0.47 -0.34 -2.47
O 0.61 -0.56 -3.84
C 1.76 0.16 -2.00
C 2.12 -0.23 -0.51
C 3.66 0.18 -0.33
C 4.50 -0.91 0.44
H 2.11 2.92 -0.95
H 1.16 4.18 0.10
H -0.42 2.22 0.54
H -1.60 2.43 -1.91
H 0.02 2.42 -2.62
H -2.75 -0.37 -1.43
H -0.51 0.04 0.72
H -1.71 -1.27 0.83
H -2.33 1.68 1.20
H -3.16 0.22 1.84
H -3.51 0.79 0.18
H 0.80 -1.50 -3.99
H 2.54 -0.36 -2.60
H 1.96 1.26 -2.20
H 2.05 -1.34 -0.38
H 1.57 0.36 0.25
H 4.13 0.48 -1.30
H 3.68 1.10 0.31
H 5.23 -1.42 -0.24
H 5.14 -0.36 1.19
H 3.86 -1.63 1.00
C 3.40 -2.40 -5.61
Cl 3.31 -1.03 -6.72
Cl 4.09 -1.88 -4.07
Cl 1.77 -3.05 -5.35
Cl 4.43 -3.66 -6.32
C 1.58 7.59 1.04
Cl 0.10 8.44 0.59
Cl 1.79 7.65 2.80
Cl 1.47 5.89 0.51
Cl 2.97 8.36 0.26
C 7.67 -3.76 -3.65
Cl 7.59 -2.38 -4.76
Cl 8.34 -3.23 -2.09
Cl 6.05 -4.41 -3.39
Cl 8.71 -5.01 -4.34
C -4.68 -3.46 -4.73
Cl -2.95 -3.43 -5.12
Cl -4.89 -3.48 -2.97
Cl -5.43 -2.01 -5.39
Cl -5.43 -4.92 -5.43
C -6.05 2.04 -4.59
Cl -6.30 2.05 -2.84
Cl -6.61 3.58 -5.29
Cl -4.33 1.82 -4.94
Cl -6.98 0.70 -5.31
C 7.13 -4.05 1.85
Cl 6.58 -4.21 0.18
Cl 7.95 -5.54 2.35
Cl 8.25 -2.69 1.98
Cl 5.74 -3.77 2.91
C 0.66 11.16 4.77
Cl 2.00 12.28 5.00
Cl 0.89 9.74 5.80
Cl -0.87 11.96 5.19
Cl 0.60 10.65 3.07
C -8.67 -7.80 -5.28
Cl -7.07 -7.66 -6.02
Cl -9.51 -6.25 -5.39
Cl -9.61 -9.04 -6.13
Cl -8.48 -8.25 -3.58
C -9.25 -11.04 -0.79
Cl -8.08 -9.70 -0.70
Cl -10.16 -11.12 0.73
Cl -10.37 -10.76 -2.13
Cl -8.40 -12.57 -1.05
C 4.83 2.92 -4.16
Cl 6.54 3.01 -4.62
Cl 4.69 2.97 -2.39
Cl 3.96 4.29 -4.86
Cl 4.14 1.41 -4.77
C -4.53 -12.05 1.06
Cl -5.96 -11.15 0.55
Cl -4.31 -11.87 2.81
Cl -4.74 -13.77 0.67
Cl -3.08 -11.44 0.21
C 3.75 7.46 7.44
Cl 3.20 7.38 5.76
Cl 4.57 5.95 7.87
Cl 4.88 8.82 7.62
Cl 2.36 7.70 8.51
C -4.76 -7.03 0.69
Cl -3.56 -5.73 0.74
Cl -5.69 -7.03 2.20
Cl -5.86 -6.76 -0.68
Cl -3.95 -8.59 0.49
C 3.57 3.64 11.55
Cl 3.37 3.62 13.31
Cl 2.88 5.12 10.89
Cl 5.30 3.57 11.15
Cl 2.75 2.23 10.85
C 8.58 7.46 8.71
Cl 7.58 8.82 9.23
Cl 7.86 5.94 9.27
Cl 8.68 7.45 6.94
Cl 10.21 7.63 9.39
C -7.00 5.87 -1.13
Cl -5.58 6.90 -0.88
Cl -6.92 4.48 -0.03
Cl -8.47 6.81 -0.78
Cl -7.04 5.31 -2.80
```